Entry 1:
DFT (ωB97M-V/def2-TZVPD) results for a cluster of 9 separate species, C34H45Br2Cl32FN2O5PS in total.

Atoms and positions in Å:
Br -0.53 1.82 4.43
Br -4.44 2.50 2.19
Cl -11.18 -6.36 4.02
Cl 5.50 -1.41 -7.10
Cl -0.44 -8.75 1.55
Cl -2.15 -1.98 -4.52
Cl 7.88 -1.17 -5.48
Cl -7.21 -4.17 0.63
Cl -0.27 -9.13 -6.53
Cl -0.41 -6.37 -0.11
Cl -10.00 -3.97 2.91
Cl 5.28 -1.15 -4.23
Cl 3.83 -1.68 4.48
Cl -4.64 -5.37 0.08
Cl 1.71 -7.16 -5.78
Cl 2.40 -3.72 3.00
Cl 2.06 -3.50 5.86
Cl 4.60 -8.99 -1.15
Cl -4.62 -0.63 -3.77
Cl 0.97 -1.46 4.12
Cl -6.83 -5.70 -1.79
Cl -9.60 -6.52 1.60
Cl 6.14 1.10 -5.83
Cl 2.94 -10.27 0.84
Cl 3.00 -7.38 0.65
Cl -5.53 -3.13 -1.48
Cl -2.59 -6.83 1.72
Cl -2.30 -8.49 -0.64
Cl -0.10 -8.22 -3.80
Cl -4.62 -2.66 -5.82
Cl -8.32 -5.98 4.13
Cl -3.41 -0.09 -6.33
Cl 1.72 -8.92 -1.42
Cl 1.99 -9.89 -4.90
S -0.34 1.32 -4.33
P -0.92 0.85 -2.54
F -2.30 -0.54 -0.17
O -1.66 4.54 -3.89
O 6.25 1.71 -2.34
O 6.62 2.51 -0.24
O 1.19 3.73 0.24
O -2.90 5.91 1.01
N -0.37 3.12 -1.31
N -2.61 2.92 -2.43
C -2.51 1.99 2.40
C -3.70 -1.34 -5.11
C 4.76 1.18 0.69
C -2.05 4.92 0.40
C 4.18 -0.27 0.75
C 0.54 2.60 -0.20
C 5.40 3.89 -1.90
C -3.32 1.51 4.83
C 6.20 -0.66 -5.66
C 3.07 -8.89 -0.27
C -2.24 3.84 -3.17
C 3.58 5.88 0.94
C 6.28 1.25 0.35
C 2.98 -0.31 1.78
C 6.15 2.59 -1.53
C -2.44 1.97 -0.21
C -6.06 -4.60 -0.64
C -4.52 0.21 0.03
C 3.60 7.43 1.20
C -9.78 -5.71 3.16
C -4.52 -0.67 1.34
C 0.83 -8.60 -5.25
C 0.68 0.90 1.78
C 2.05 3.79 1.36
C 2.31 -2.59 4.37
C -1.66 2.30 1.16
C -1.43 -7.61 0.63
C 2.31 5.32 1.63
C 1.63 -0.14 1.02
C -2.33 1.74 3.71
C -0.26 1.67 0.79
C -3.08 0.59 -0.47
C -1.55 3.90 1.42
C -1.61 2.35 -1.52
H 0.23 3.02 -2.17
H 3.04 3.33 1.28
H -0.52 4.08 1.81
H 4.93 -1.03 1.03
H 1.78 0.11 -0.05
H 6.55 0.37 -0.27
H -2.11 4.20 2.33
H -4.99 -0.47 -0.71
H 4.47 5.42 1.41
H -2.59 6.78 0.71
H -5.35 -0.34 2.00
H 6.81 1.22 1.32
H -4.61 -1.74 1.10
H 3.18 0.43 2.57
H -0.42 4.14 -1.23
H 1.15 -1.14 1.01
H 5.89 4.78 -1.48
H -3.31 2.65 -0.22
H 1.26 1.92 -0.70
H 4.63 1.73 1.65
H 2.84 7.94 0.57
H 1.44 5.88 1.21
H 1.34 1.48 2.42
H 3.24 7.58 2.24
H 3.81 -0.51 -0.26
H 1.49 3.49 2.27
H 4.60 7.87 1.07
H -4.28 2.05 4.80
H 0.20 0.31 -1.84
H -3.61 -0.49 1.94
H -2.57 4.59 -0.51
H 3.49 5.70 -0.14
H 4.13 1.74 -0.03
H -2.89 1.72 5.83
H 5.33 3.92 -3.00
H 3.04 -1.31 2.27
H 2.29 5.54 2.71
H 0.01 0.20 2.32
H -0.42 0.77 0.15
H -3.35 0.62 -1.55
H -3.54 0.41 4.86
H -5.20 1.07 0.05
H -1.83 -0.21 -2.68
H -1.16 5.51 0.04
H 4.36 3.81 -1.53

Results
E_tot = -612835.6610 eV
HOMO = -0.4287 Ha
Net charge = +1
Frontier orbital gap = 8.970 eV

Entry 2:
DFT (ωB97M-V/def2-TZVPD) results for a structure of composition C34H45ClHfN6O6Sb2.

Atoms and positions in Å:
Hf 0.42 0.11 -1.72
Sb 1.20 1.59 1.71
Sb -1.92 0.09 2.81
Cl 2.84 1.45 -1.85
O 1.64 1.53 -0.98
O 0.74 -2.04 1.63
O -0.16 -0.76 0.05
O 3.74 0.59 -1.22
O 2.34 0.86 -3.05
O 3.32 2.73 -2.06
N 1.18 -3.89 -0.44
N -0.02 1.86 -3.10
N -3.98 0.41 -0.06
N -1.78 -1.44 -2.86
N -0.76 -0.61 -3.25
N -2.04 0.31 -1.35
C -2.44 -0.93 -1.87
C -2.81 0.90 -0.49
C -0.77 0.04 -4.39
C -1.78 3.90 6.01
C -1.19 0.37 4.89
C -0.96 1.80 5.13
C 5.12 -2.48 -1.72
C 2.89 0.23 1.88
C 1.76 -1.60 -2.00
C 0.25 2.04 -5.50
C 1.28 1.76 3.97
C 4.08 -2.66 -2.83
C -3.35 -1.49 3.33
C -3.38 1.68 3.11
C 0.19 2.46 4.63
C -3.63 -1.58 -1.34
C 2.53 3.31 1.51
C 0.30 3.85 4.82
C 0.44 3.11 -2.99
C 0.20 -1.88 0.56
C -0.13 1.32 -4.36
C -1.91 2.54 5.83
C -0.10 -3.17 -0.29
C -4.07 -2.84 -1.76
C 0.84 3.87 -4.07
C -4.42 -0.85 -0.44
C -0.67 4.56 5.49
C -6.03 -2.63 -0.37
C 4.48 -1.84 -4.07
C -5.25 -3.36 -1.26
C -5.62 -1.37 0.03
C 3.94 -4.14 -3.21
C 2.81 -2.11 -2.37
C 0.75 3.32 -5.35
H 3.57 0.66 2.61
H -5.58 -4.33 -1.60
H -4.08 -1.11 4.05
H 5.47 -2.13 -4.41
H -3.88 -1.83 2.44
H 3.14 -4.28 -3.93
H 3.41 3.16 2.15
H -6.24 -0.79 0.70
H -3.48 -3.37 -2.48
H 3.38 0.14 0.92
H -3.86 1.53 4.07
H 1.37 0.72 4.29
H 5.18 -1.44 -1.42
H -6.95 -3.04 0.00
H -2.75 2.02 6.27
H 1.23 4.87 -3.92
H 2.22 2.28 4.10
H 3.76 -4.76 -2.34
H 3.77 -2.00 -4.88
H 2.55 -0.74 2.22
H -0.29 -0.24 4.98
H -0.56 5.63 5.63
H -4.15 1.72 2.34
H -0.81 -3.77 0.27
H 4.87 -4.48 -3.67
H -4.56 0.95 0.57
H 1.63 -3.93 0.49
H 0.48 3.51 -1.99
H -1.36 -0.29 -5.24
H 1.06 -4.84 -0.80
H -2.51 1.87 -0.12
H 2.86 3.42 0.48
H 1.18 4.35 4.45
H 4.87 -3.08 -0.84
H 1.06 3.89 -6.22
H -1.97 -0.03 5.53
H -2.87 2.64 3.13
H 0.16 1.58 -6.47
H 6.10 -2.80 -2.08
H -2.82 -2.33 3.76
H 4.49 -0.77 -3.83
H 2.03 4.22 1.82
H -2.53 4.45 6.55
H 1.78 -3.28 -1.11
H -0.51 -2.91 -1.28

Results
E_tot = -84096.5810 eV
HOMO = -0.4187 Ha
Net charge = +2
Frontier orbital gap = 4.186 eV

Entry 3:
DFT (ωB97M-V/def2-TZVPD) results for a structure of composition C34H46BBr12Cl2NO10P3.

Atoms and positions in Å:
Br -8.92 5.51 2.67
Br 3.90 -5.60 5.89
Br 11.66 3.63 -4.68
Br 5.07 -1.92 2.91
Br 9.67 5.48 -2.17
Br 4.15 1.32 4.42
Br -13.84 7.58 5.01
Br -12.92 4.34 3.50
Br 2.76 -6.28 -1.07
Br 0.35 -5.20 4.95
Br -9.86 4.08 -0.60
Br 2.17 -8.66 1.70
Cl -1.98 -5.58 -1.67
Cl 3.79 -5.76 -3.37
P 3.03 -4.00 -4.39
P 5.72 -1.45 -5.02
P -2.06 -3.55 -1.04
O 1.31 -4.20 -4.73
O 2.72 2.58 -0.29
O 5.21 2.37 -3.46
O 6.09 0.13 -5.74
O 7.20 -2.12 -4.31
O -2.67 -2.69 -2.47
O 6.96 1.04 -2.29
O -3.39 -0.58 -0.41
O 1.59 -0.40 1.61
O 1.16 -4.69 -1.74
N 5.25 -2.38 -6.28
C 2.32 -6.51 6.58
C -6.22 3.41 -3.30
C -5.20 1.13 -1.13
C 4.56 -0.05 -2.55
C -1.38 -0.97 1.04
C 1.35 -0.91 0.40
C -0.30 -2.80 -0.78
C 1.07 -3.37 -1.54
C -1.40 1.08 -0.81
C -0.14 -1.63 0.17
C -2.28 0.14 0.24
C 3.44 -7.18 1.57
C 9.08 4.33 -3.64
C -5.21 2.23 -3.83
C -10.70 5.51 0.43
C 3.26 -2.44 -3.25
C 5.71 1.15 -2.72
C 9.99 3.13 -3.79
C 1.34 -6.81 5.47
C 5.16 -0.17 5.18
C 2.83 -5.99 0.86
C 2.25 -2.26 -1.93
C -9.67 6.38 1.10
C 2.37 -0.97 -0.88
C -11.92 5.47 4.74
C -12.84 6.09 5.77
C 3.54 0.14 -1.24
C -6.20 2.36 -0.69
C -6.76 3.51 -1.72
C 4.45 -1.35 -3.59
C 5.14 1.57 0.63
C 6.07 -0.79 4.15
C -4.71 1.09 -2.71
C -4.70 -0.03 -0.03
B 3.74 1.50 -0.28
H 3.45 -5.10 0.99
H 9.53 2.39 -4.45
H -1.15 0.56 -1.82
H 10.26 2.66 -2.84
H 3.05 3.22 -1.01
H -11.20 4.80 5.22
H 8.07 4.01 -3.36
H 0.57 -7.51 5.81
H 4.43 -0.87 5.59
H -10.13 7.30 1.48
H -4.79 0.32 1.08
H 4.88 1.13 1.70
H -6.61 4.21 -4.09
H 1.81 -5.77 1.18
H -0.46 1.57 -0.27
H -2.69 0.89 1.06
H 0.84 -3.32 -4.57
H 3.69 -6.93 2.60
H -11.38 6.20 4.14
H 6.01 0.97 0.14
H 5.74 0.27 6.00
H -2.10 -1.83 1.44
H -4.85 2.17 -4.94
H 2.69 -7.44 7.02
H 7.68 -2.50 -5.11
H 6.61 -0.06 3.55
H -6.52 2.41 0.46
H -2.11 2.00 -1.07
H -7.50 4.37 -1.36
H -12.26 6.53 6.58
H 5.42 2.73 0.70
H -4.00 0.24 -3.14
H -13.57 5.39 6.18
H -8.83 6.64 0.45
H 1.90 -5.88 7.37
H -5.48 -0.93 -0.16
H 5.23 0.54 -6.05
H -1.98 -2.03 -2.78
H 6.79 -1.46 4.63
H -11.28 6.08 -0.30
H 9.03 4.96 -4.53
H 1.81 -7.20 4.56
H -11.39 5.03 1.13
H 5.27 -1.77 -7.14
H 4.33 -7.57 1.07
H -1.00 -0.43 2.04

Results
E_tot = -952046.4414 eV
HOMO = -0.2196 Ha
Net charge = -1
Frontier orbital gap = 5.855 eV

Entry 4:
DFT (ωB97M-V/def2-TZVPD) results for a structure of composition C34H47BN10OPbS6.

Atoms and positions in Å:
Pb 0.10 -2.38 -1.90
S 2.07 -2.58 0.32
S -1.29 -0.72 -3.81
S 1.98 -1.26 -3.23
S -0.83 -4.04 -0.18
S -2.40 -2.41 -1.80
S -0.79 -4.05 -3.50
O 1.22 -3.89 -1.91
N -0.55 0.60 -1.67
N 1.87 0.11 -1.17
N 2.34 0.97 -0.27
N -5.28 -1.66 -4.11
N -0.47 1.78 -1.03
N 0.21 -0.83 0.50
N -2.88 -4.06 -6.64
N -1.88 -4.31 2.20
N -0.73 -0.17 1.18
N -1.63 -6.28 1.05
C -1.28 0.51 -2.87
C 0.70 4.48 -0.90
C 1.66 -2.99 3.29
C -0.92 -0.35 2.47
C 4.21 3.90 -0.02
C 3.89 0.32 -2.46
C 3.97 2.54 0.64
C -2.26 -3.47 -4.21
C -1.60 5.36 -1.18
C -2.05 1.66 -3.26
C -2.92 1.68 -4.49
C 4.75 -0.01 -3.64
C 5.27 2.05 1.30
C -1.10 2.87 -1.41
C 3.51 1.54 -0.40
C -1.04 4.01 0.82
C 2.59 -0.25 -2.28
C 2.91 2.71 1.74
C -0.12 -1.27 3.17
C -2.94 -0.45 3.96
C -1.26 1.40 4.20
C -4.28 -2.11 -3.78
C -1.22 -7.14 -0.04
C -1.47 -4.94 1.08
C -0.78 4.16 -0.68
C 0.84 -2.00 2.51
C -2.59 -3.80 -5.55
C -1.97 0.47 3.20
C -2.78 1.32 2.22
C -2.54 -4.89 3.35
C -3.03 -2.69 -3.40
C 4.32 1.22 -1.52
C -1.95 2.81 -2.53
C 1.02 -1.78 1.11
B 0.44 -0.42 -0.99
H 1.00 5.39 -0.37
H -0.78 4.93 1.36
H -3.31 0.69 1.50
H -3.70 0.15 4.48
H 4.53 4.64 0.72
H -0.56 2.07 3.68
H -0.26 -1.41 4.23
H -1.99 2.02 4.74
H 2.72 1.76 2.25
H 5.70 0.54 -3.61
H 3.25 3.44 2.49
H -3.70 0.92 -4.41
H 2.72 -2.72 3.22
H -1.34 6.27 -0.62
H -1.63 -6.78 -0.98
H 5.12 1.08 1.78
H -3.43 -5.44 3.04
H -1.60 -8.14 0.16
H -2.11 1.98 1.67
H 1.33 3.65 -0.54
H 6.08 1.95 0.56
H 4.97 -1.08 -3.65
H -2.32 1.48 -5.39
H -1.83 -6.73 1.93
H -2.43 -1.05 4.72
H -2.82 -4.09 4.03
H 5.61 2.77 2.06
H 4.99 3.85 -0.79
H -3.45 -1.12 3.26
H -0.69 0.83 4.95
H -0.42 3.20 1.24
H -2.68 5.19 -1.04
H -1.85 -5.58 3.86
H 3.30 4.27 -0.50
H -2.10 3.80 1.01
H -0.13 -7.17 -0.10
H 5.30 1.68 -1.63
H -2.49 3.69 -2.86
H -1.41 5.56 -2.24
H -1.76 -3.31 2.17
H 1.53 -3.99 2.88
H -3.51 1.94 2.76
H 1.96 3.07 1.33
H -3.41 2.65 -4.63
H 0.91 4.62 -1.97
H 4.23 0.26 -4.57
H 1.38 -3.01 4.35

Results
E_tot = -123897.7177 eV
HOMO (alpha / beta) = -0.2680 / -0.2709 Ha
Frontier orbital gap (alpha / beta) = 4.949 / 6.323 eV

We obtain max |F| values of 2.94, 3.49, 9.67, 8.11 eV/Å for the records listed above, in that order.